# 1
127
Properties=species:S:1:pos:R:3:mulliken_charge:R:1 method="wB97M-V/def2-TZVPD" multiplicity=1 orbital_gap_ev="3.66 / 2.91" e_homo_ev="-5.1 / -4.3"
Al -0.4068 -0.2054 0.4050 -1.29
C -0.1217 -5.1602 6.2383 -1.07
C -1.2620 -4.9088 5.2541 -1.15
N -0.8335 -4.1839 4.0737 0.38
C -0.9145 -2.8168 4.0925 -0.44
C -0.6508 -2.0373 3.0199 0.06
C -0.8296 -0.5540 3.1746 0.20
O -0.9788 -0.0709 4.2827 -0.80
O -0.8559 0.1417 2.0762 0.66
C -0.2607 -2.6548 1.7800 -0.18
O 0.0210 -1.9796 0.7226 -0.59
C -0.1944 -4.0674 1.7525 1.75
C 0.0996 -4.7469 0.5383 -1.19
C 0.2232 -6.1124 0.5336 0.52
F 0.4513 -6.7390 -0.6593 -0.39
C 0.1360 -6.8755 1.6852 -1.56
C -0.2119 -6.2120 2.8950 -1.26
C -0.4194 -4.8445 2.9241 0.40
N 0.3760 -8.2880 1.7415 0.34
C -0.8050 -9.1232 1.8154 -0.55
C -0.4088 -10.4824 2.3757 -0.72
N 0.6328 -11.0732 1.4725 -0.14
C 1.8295 -10.1732 1.3679 -0.97
C 1.3450 -8.8378 0.8202 -0.61
H -0.4911 -5.7007 7.1111 0.39
H 0.3001 -4.2107 6.5681 0.33
H 0.6739 -5.7419 5.7713 0.29
H -2.0363 -4.3197 5.7468 0.46
H -1.7136 -5.8515 4.9415 0.52
H -1.2080 -2.3608 5.0283 0.69
H 0.1912 -4.1749 -0.3735 0.62
H -0.2904 -6.8203 3.7868 0.56
H -1.2894 -9.2626 0.8304 0.24
H -1.5310 -8.6588 2.4805 0.45
H -1.2547 -11.1656 2.4371 0.39
H 0.0391 -10.3607 3.3599 0.37
H 0.2264 -11.1538 0.5371 0.40
H 0.9004 -12.0039 1.7867 0.34
H 2.5663 -10.6365 0.7129 0.42
H 2.2443 -10.0473 2.3657 0.37
H 0.9368 -9.0033 -0.1910 0.40
H 2.1848 -8.1526 0.7293 0.50
C -2.0453 -0.8599 -0.6747 -0.61
Si -3.4025 0.3914 -0.4937 -0.29
C -2.4404 1.8994 -1.1504 -1.13
N -1.0640 1.8911 -0.5877 1.26
C -0.9532 2.7705 0.6019 -0.17
C -1.0771 4.2653 0.2995 -1.24
C -0.1128 4.6862 -0.8080 -0.06
C -0.2899 3.7840 -2.0293 -1.09
C -0.0969 2.3260 -1.6132 0.40
C -4.0514 0.8384 1.2192 0.61
C -4.5315 2.1203 1.4944 -0.20
C -4.8569 2.5033 2.7863 -0.66
C -4.7155 1.6019 3.8330 -0.69
C -4.2855 0.3101 3.5732 -0.32
C -3.9620 -0.0643 2.2781 -0.26
C -4.9094 -0.0035 -1.5796 0.85
C -6.1900 -0.1207 -1.0373 -0.31
C -7.2647 -0.5491 -1.8052 -0.70
C -7.0766 -0.8760 -3.1400 -0.44
C -5.8129 -0.7583 -3.7038 -0.68
C -4.7471 -0.3287 -2.9281 -0.66
H -1.8542 -0.9484 -1.7517 0.36
H -2.3408 -1.8560 -0.3325 0.42
H -2.9374 2.8569 -0.9755 0.28
H -2.3660 1.7859 -2.2355 0.67
H 0.0179 2.5754 1.0630 0.00
H -1.7167 2.4690 1.3182 0.15
H -0.8611 4.8196 1.2153 0.54
H -2.1031 4.5138 0.0120 0.33
H 0.9112 4.5950 -0.4385 -0.30
H -0.2802 5.7315 -1.0812 0.54
H 0.4420 4.0376 -2.8019 0.53
H -1.2839 3.9320 -2.4614 0.36
H 0.9068 2.2111 -1.2131 -1.04
H -0.1943 1.6595 -2.4757 0.39
H -4.6441 2.8335 0.6833 0.40
H -5.2071 3.5105 2.9777 0.40
H -4.9299 1.9144 4.8471 0.37
H -4.1667 -0.3937 4.3868 0.41
H -3.6071 -1.0718 2.0847 0.37
H -6.3464 0.1281 0.0070 0.31
H -8.2498 -0.6311 -1.3618 0.38
H -7.9092 -1.2252 -3.7383 0.36
H -5.6611 -1.0092 -4.7468 0.38
H -3.7633 -0.2492 -3.3806 0.25
C 6.5658 1.3699 0.9856 -1.00
O 5.7310 2.0367 0.0677 -0.36
C 5.4576 1.4211 -1.1130 1.14
C 6.0714 0.2471 -1.5184 -0.51
C 5.8114 -0.3048 -2.7691 -0.70
C 4.9177 0.3191 -3.6172 -0.90
C 4.2875 1.4848 -3.2129 -0.64
C 4.5341 2.0622 -1.9694 0.35
N 3.9346 3.2830 -1.6820 0.07
C 3.7645 3.9539 -0.4772 -1.75
C 3.2973 3.5088 0.7768 0.80
C 3.4838 4.4110 1.8552 -1.12
C 2.9547 4.1963 3.1056 -0.92
C 2.1793 3.0660 3.3335 -0.92
C 1.9840 2.1432 2.3153 -0.06
C 2.5620 2.3064 1.0597 1.32
O 2.4278 1.4179 0.0552 1.01
H 6.6730 2.0441 1.8317 0.26
H 7.5532 1.1589 0.5631 0.41
H 6.1167 0.4310 1.3255 0.34
H 6.7747 -0.2540 -0.8682 0.35
H 6.3178 -1.2122 -3.0707 0.38
H 4.6869 -0.1111 -4.5832 0.36
H 3.5678 1.9656 -3.8672 0.34
H 3.6511 3.7925 -2.5019 0.34
H 4.0152 5.0084 -0.5386 0.49
H 4.0611 5.3095 1.6683 0.41
H 3.1266 4.9132 3.8992 0.39
H 1.7142 2.9045 4.2971 0.51
H 1.3548 1.2863 2.4983 0.03
C 3.4366 -0.9336 1.4293 -0.80
O 2.1028 -0.4735 1.3870 0.14
C 1.6772 0.1746 0.2029 0.88
C 2.0918 -0.6309 -1.0270 -1.41
H 3.5592 -1.8757 0.8830 0.30
H 3.6716 -1.1027 2.4807 0.34
H 4.1370 -0.1946 1.0236 -0.10
H 3.1725 -0.6197 -1.1865 -0.02
H 1.6126 -0.2196 -1.9161 0.25
H 1.7439 -1.6545 -0.8865 0.39

---

# 2
128
Properties=species:S:1:pos:R:3:mulliken_charge:R:1 method="wB97M-V/def2-TZVPD" multiplicity=1 orbital_gap_ev=5.48 e_homo_ev=-3.3 total_charge=-1
Ag -0.4850 0.3014 0.6008 1.46
C 1.7968 4.8578 5.5161 -1.52
C 1.7625 3.6564 4.5807 0.09
C 1.4514 4.0498 3.1403 -1.07
C 1.4244 2.8681 2.1680 0.33
Ge -0.0621 1.6585 2.5499 -0.64
C -1.7577 2.6237 2.8429 -0.62
C -2.0088 2.9960 4.3042 -0.32
C -3.4404 3.4618 4.5720 -0.74
C -3.8251 4.7037 3.7754 -0.93
H 2.0298 4.5671 6.5419 0.40
H 0.8317 5.3722 5.5258 0.29
H 2.5503 5.5809 5.1945 0.35
H 1.0211 2.9360 4.9407 0.20
H 2.7226 3.1322 4.6025 0.35
H 2.2086 4.7694 2.8068 0.68
H 0.4958 4.5904 3.1108 0.15
H 2.3451 2.2899 2.2264 0.19
H 1.3109 3.2176 1.1442 -0.08
H 0.2042 0.8141 3.8092 -0.04
H -2.5710 1.9955 2.4661 0.68
H -1.7205 3.5084 2.2023 0.15
H -1.3162 3.7914 4.6049 0.03
H -1.7833 2.1410 4.9493 0.35
H -3.5617 3.6618 5.6409 0.42
H -4.1278 2.6447 4.3291 0.33
H -3.1106 5.5128 3.9504 0.25
H -4.8166 5.0668 4.0521 0.42
H -3.8339 4.5000 2.7031 0.08
C -0.6217 -3.2887 -2.3352 -2.30
P -0.7616 -1.6083 -1.5407 1.41
C -2.5027 -1.6586 -0.9792 0.51
C -3.3975 -0.6157 -1.2064 0.07
C -4.6635 -0.6432 -0.6344 -0.72
C -5.0478 -1.7039 0.1717 -0.72
C -4.1526 -2.7364 0.4195 -0.63
C -2.8867 -2.7102 -0.1421 -0.76
C -0.7924 -0.6099 -3.0710 -0.12
C 0.2867 0.2411 -3.2894 0.12
C 0.3803 0.9722 -4.4668 -0.27
C -0.6168 0.8728 -5.4247 -0.63
C -1.7032 0.0311 -5.2118 -0.73
C -1.7832 -0.7147 -4.0463 -0.34
P 0.0289 -4.6886 -1.3118 0.17
C -0.1033 -6.0550 -2.5366 0.43
C 0.4530 -7.2807 -2.1596 -0.39
C 0.3869 -8.3837 -2.9924 -0.57
C -0.2539 -8.2906 -4.2230 -0.46
C -0.8175 -7.0857 -4.6067 -0.69
C -0.7404 -5.9756 -3.7713 -0.26
C 1.8382 -4.3988 -1.4204 0.33
C 2.5666 -4.2616 -0.2435 0.14
C 3.9392 -4.0400 -0.2776 -0.35
C 4.5927 -3.9532 -1.4950 -0.31
C 3.8775 -4.0978 -2.6788 -0.89
C 2.5119 -4.3233 -2.6412 -0.54
H 0.0030 -3.1578 -3.2222 0.92
H -1.6320 -3.5517 -2.6577 0.79
H -3.0950 0.2373 -1.8003 -0.07
H -5.3468 0.1780 -0.8154 0.43
H -6.0330 -1.7174 0.6215 0.37
H -4.4266 -3.5525 1.0760 0.43
H -2.1812 -3.4949 0.1097 0.04
H 1.0548 0.3345 -2.5310 -0.15
H 1.2317 1.6227 -4.6261 0.36
H -0.5516 1.4509 -6.3387 0.38
H -2.4839 -0.0468 -5.9587 0.41
H -2.6304 -1.3724 -3.8852 0.41
H 0.9521 -7.3640 -1.1999 0.37
H 0.8322 -9.3203 -2.6810 0.38
H -0.3112 -9.1531 -4.8749 0.36
H -1.3172 -7.0000 -5.5639 0.39
H -1.1768 -5.0434 -4.1039 0.28
H 2.0629 -4.3350 0.7116 0.21
H 4.4873 -3.9196 0.6494 0.25
H 5.6592 -3.7675 -1.5232 0.37
H 4.3865 -4.0322 -3.6325 0.41
H 1.9624 -4.4453 -3.5686 0.40
C -1.2654 -3.5999 3.4647 -0.68
C -2.1463 -2.5285 3.5193 -0.81
C -1.8610 -1.3574 2.8241 0.50
C -0.7055 -1.2219 2.0537 -0.56
C 0.1797 -2.3002 2.0439 0.98
C -0.0931 -3.4781 2.7279 -0.58
H -1.4817 -4.5152 4.0034 0.36
H -3.0586 -2.6040 4.1013 0.38
H -2.5795 -0.5421 2.8800 0.30
H 1.1159 -2.1940 1.5116 -0.25
H 0.6120 -4.3018 2.6909 0.40
Br 7.6539 -0.6657 2.4275 -0.28
C 5.7766 -0.4208 2.1027 0.30
C 5.0068 0.1535 3.1292 -1.48
C 3.6308 -0.0091 2.9499 -0.10
N 3.0015 -0.4403 1.8821 0.16
C 3.8036 -0.6311 0.6834 2.02
C 5.2614 -0.8998 0.9508 -1.39
H 5.4333 0.4827 4.0626 0.41
H 2.9804 0.1898 3.8059 0.58
H 3.3849 -1.4930 0.1590 -1.59
H 5.8679 -1.4317 0.2306 0.53
F 3.9377 1.7297 0.2159 -0.43
C 3.5345 0.5305 -0.2643 0.97
F 2.1821 0.6027 -0.4904 0.29
C 4.1469 0.3926 -1.6743 -0.11
F 5.4786 0.4479 -1.6733 -0.27
F 3.7796 -0.7714 -2.2368 -0.10
F 3.7042 1.3834 -2.4785 -0.29
C -3.3530 3.8197 -1.0855 -1.65
C -2.0816 3.5096 -1.8687 1.62
C -2.3337 3.6533 -3.3577 -1.96
O -1.7388 2.1377 -1.5873 -0.01
B -0.8332 2.1050 -0.5261 -0.31
O -0.3865 3.3987 -0.2782 0.17
C -0.8404 4.2700 -1.3317 1.46
C -1.1262 5.6350 -0.7338 -2.13
C 0.2882 4.3624 -2.3517 -1.95
H -4.1334 3.1233 -1.3959 0.42
H -3.7035 4.8373 -1.2688 0.35
H -3.1885 3.6885 -0.0142 0.08
H -3.1982 3.0484 -3.6367 0.47
H -1.4818 3.3056 -3.9377 0.30
H -2.5441 4.6941 -3.6179 0.32
H -1.8283 5.5662 0.0959 0.31
H -1.5358 6.3129 -1.4871 0.36
H -0.1968 6.0639 -0.3571 0.47
H 0.4995 3.3818 -2.7812 0.10
H 1.1889 4.7100 -1.8449 0.54
H 0.0481 5.0583 -3.1582 0.30